No. 1
Density functional theory data (ωB97M-V with the def2-TZVPD basis set) for C17H16FeO6 as an isolated structure.

Results
E_tot = -64553.27539 eV
2S+1 = 5
Kohn-Sham gap (alpha / beta) = 5.80 / 5.39 eV
Expectation value of S² = 6.1723
Lowest unoccupied orbital energy (alpha / beta) = 0.5 / -2.4 eV

```
40
Properties=species:S:1:pos:R:3:forces:R:3:lowdin_spin:R:1
C -3.643835 0.523587 0.630487 0.90 -0.10 -0.08 0.00
O -2.332775 1.079623 0.475683 0.45 0.83 -0.05 0.01
C -1.197252 0.321530 0.408824 -0.14 -0.48 1.11 0.09
C -0.567412 -0.165603 1.579479 -3.60 0.05 0.50 0.11
C 0.297618 -1.357772 1.485429 0.84 -0.24 1.18 0.08
C 1.125462 -1.184300 0.277821 1.14 -1.86 -1.83 0.15
C 0.668392 -0.532454 -0.857000 0.54 -0.48 -0.31 0.05
C -0.421557 0.350151 -0.769202 -2.12 -0.60 -1.77 0.14
Fe 0.981431 0.919758 0.737232 0.00 -1.05 0.36 2.33
C 2.043154 0.877535 2.134137 2.91 -0.12 4.19 0.01
O 2.765157 1.038813 3.025602 -0.87 -0.07 -1.25 -0.02
C 0.367337 2.528217 1.199530 -2.45 5.59 1.90 0.02
O 0.047397 3.579350 1.586209 0.86 -2.47 -0.92 -0.01
C 2.264634 1.686523 -0.217821 3.66 1.84 -3.73 0.01
O 3.071439 2.052265 -0.958143 -0.99 -0.46 1.16 -0.02
H -4.258105 1.390735 0.833226 -0.27 -0.03 0.07 0.00
H -3.958845 0.045741 -0.297575 -0.04 -0.05 -0.03 0.00
H -3.695292 -0.191329 1.452373 0.05 0.01 0.06 0.00
H -1.015995 0.079209 2.543667 -0.17 -0.22 -0.28 0.00
H 0.949003 -1.442156 2.380173 -0.18 0.17 -0.31 0.01
H -0.264270 -2.303782 1.570414 0.06 0.29 -0.61 0.04
H 2.077530 -1.717782 0.236746 -0.37 -0.01 -0.19 0.00
H 1.216222 -0.599692 -1.804482 0.05 0.23 0.56 0.00
H -0.710270 1.014214 -1.577845 -0.13 -0.43 -0.04 0.01
C -2.311302 -9.182127 1.813349 0.49 0.47 0.00 0.00
O -1.419374 -8.049707 1.864577 -0.55 -0.13 0.29 -0.03
C -1.805874 -6.962369 2.591069 0.14 0.34 -0.05 0.00
C -2.978759 -6.952603 3.391193 0.45 -0.04 -0.41 0.24
C -3.312417 -5.780466 4.083406 -0.16 0.38 0.31 -0.01
C -2.541560 -4.643203 4.004935 0.07 0.20 -0.13 0.19
C -1.336474 -4.599184 3.171418 0.10 -0.07 0.27 0.06
O -0.634527 -3.557375 3.064517 -0.77 -1.19 0.38 0.35
C -0.989308 -5.836398 2.503514 -0.33 -0.42 -0.10 0.17
H -1.777191 -9.868018 1.161804 -0.25 -0.18 0.06 0.00
H -2.461749 -9.628682 2.804700 0.12 0.07 -0.19 0.00
H -3.284529 -8.914886 1.380897 0.23 0.01 0.03 0.00
H -3.610538 -7.843329 3.455427 0.24 0.47 0.03 0.01
H -4.214403 -5.781192 4.700560 0.31 0.03 -0.18 0.00
H -2.795234 -3.728547 4.542390 0.01 -0.29 -0.14 0.01
H -0.085929 -5.877694 1.896979 -0.23 0.06 0.12 0.01
```
Forces are in eV/Å.

=====

No. 2
Density functional theory data (ωB97M-V with the def2-TZVPD basis set) for C17H16MnN3O3 as an isolated structure.

Results
E_tot = -59822.75043 eV
2S+1 = 5
Kohn-Sham gap (alpha / beta) = 7.28 / 7.93 eV
Expectation value of S² = 6.1202
Lowest unoccupied orbital energy (alpha / beta) = -0.1 / 0.2 eV

```
40
Properties=species:S:1:pos:R:3:forces:R:3:lowdin_spin:R:1
Mn 0.339032 0.154678 -1.112787 -0.04 -0.05 0.19 3.91
O -1.039728 -0.021813 -2.456145 -0.03 -0.06 -0.05 0.09
C -1.941166 -0.973696 -2.490067 0.03 0.02 -0.02 0.01
C -2.554929 -1.292514 -3.718977 0.02 0.01 0.01 0.00
C -3.497181 -2.289494 -3.813377 0.00 -0.01 0.01 0.00
C -3.900952 -3.010319 -2.684014 0.00 0.00 -0.02 0.01
C -3.342251 -2.695062 -1.469045 0.03 0.01 0.01 0.00
C -2.359054 -1.699682 -1.343772 -0.05 -0.05 0.01 0.01
C -1.921886 -1.341711 -0.014309 -0.03 -0.02 0.02 0.02
N -0.911945 -0.593959 0.228526 0.02 0.08 -0.10 -0.04
N -0.708227 -0.131870 1.517615 -0.02 -0.03 0.04 0.00
C -0.092728 1.027442 1.456442 -0.01 -0.04 -0.03 0.00
O 0.270168 1.599208 0.364363 0.06 0.11 0.04 0.08
C 0.204711 1.709328 2.746433 -0.01 -0.01 0.02 0.00
C 0.826501 2.952451 2.727095 0.00 0.00 0.00 0.00
C 1.119233 3.604471 3.916003 0.00 0.00 0.00 0.00
C 0.793411 3.016465 5.129362 0.00 0.00 0.00 0.00
C 0.171287 1.774173 5.151865 0.00 0.00 -0.01 0.00
C -0.123961 1.122230 3.966077 0.00 0.01 0.01 0.00
H -2.248049 -0.723821 -4.587042 0.00 0.00 0.00 0.00
H -3.937541 -2.512424 -4.777676 0.00 0.00 0.00 0.00
H -4.649403 -3.786439 -2.762740 0.00 0.00 0.00 0.00
H -3.659860 -3.217800 -0.573557 0.00 0.00 0.00 0.00
H -2.523908 -1.657286 0.836495 0.01 0.01 0.01 0.00
H 1.070240 3.394641 1.770892 0.00 0.00 0.00 0.00
H 1.600849 4.573779 3.895126 0.00 0.00 0.00 0.00
H 1.021476 3.524955 6.057612 0.00 0.00 0.00 0.00
H -0.085234 1.314427 6.097755 0.00 0.00 0.00 0.00
H -0.610130 0.156645 3.967855 0.00 0.00 0.00 0.00
N 3.942473 0.627775 -2.928250 0.04 -0.01 0.00 0.01
C 2.884029 0.206129 -2.240987 -0.08 -0.08 0.06 0.01
O 1.800212 0.818868 -2.325220 0.06 -0.02 -0.05 0.01
C 2.961943 -1.027032 -1.385544 -0.02 0.08 -0.03 -0.01
C 1.886343 -0.928225 -0.303225 0.03 0.01 -0.11 -0.11
H 3.855226 1.439880 -3.517053 0.00 0.00 0.00 0.00
H 4.825124 0.154483 -2.864384 0.00 0.00 0.00 0.00
H 3.977900 -1.178067 -1.007308 0.00 0.02 0.01 0.00
H 2.752465 -1.865438 -2.058491 0.00 0.01 -0.01 0.00
H 2.222666 -0.320529 0.538117 0.00 0.00 0.01 0.00
H 1.582841 -1.904846 0.066338 0.00 -0.01 -0.02 0.00
```
Forces are in eV/Å.

=====

No. 3
Density functional theory data (ωB97M-V with the def2-TZVPD basis set) for a 2-piece molecular cluster, C17H16N4 overall.

Results
E_tot = -23845.56130 eV
2S+1 = 1
Kohn-Sham gap = 5.87 eV
Lowest unoccupied orbital energy = -1.2 eV

```
37
Properties=species:S:1:pos:R:3:forces:R:3:mulliken_charge:R:1
C 2.949414 2.906558 -0.463340 0.12 0.63 -0.29 -1.45
C 2.620597 1.478012 -0.429704 -0.60 -0.88 0.75 0.02
N 3.582958 0.526117 -0.464500 0.54 0.28 -0.45 0.09
C 3.027196 -0.746956 -0.400540 -0.86 -0.20 0.40 -0.42
C 1.622826 -0.580994 -0.309290 0.31 -0.17 0.37 0.75
C 0.844500 -1.692599 0.037376 0.43 -0.65 -0.37 -0.20
C 1.455828 -2.965387 0.098505 -0.56 0.91 -0.01 -0.90
C 2.841995 -3.101003 -0.037642 0.15 0.07 -0.13 -0.44
C 3.647591 -1.980991 -0.250131 0.12 -0.04 -0.15 -0.82
C 1.352798 0.864121 -0.348254 0.44 -0.49 0.63 1.08
C 0.137249 1.477065 0.071960 0.21 0.82 0.07 -0.79
C -1.173944 1.024346 -0.309337 -1.39 -0.74 0.02 1.03
C -1.397155 0.017288 -1.285629 -0.05 0.17 0.63 -0.53
C -2.629270 -0.637743 -1.345935 0.09 0.33 -0.08 -0.53
C -3.651349 -0.332748 -0.437032 0.20 0.52 -0.17 1.10
C -4.938758 -1.097012 -0.442632 -0.13 -0.14 0.08 -1.38
C -3.486130 0.750326 0.445615 0.20 0.33 -0.54 -0.82
C -2.299093 1.469935 0.447545 0.46 -0.43 0.05 -0.69
H 2.016522 3.472063 -0.513561 0.28 0.11 -0.02 0.30
H 3.540108 3.259909 0.395488 -0.22 -0.31 -0.17 0.33
H 3.537180 3.091197 -1.371903 -0.15 0.27 0.14 0.40
H 4.585195 0.713884 -0.574813 -0.85 -0.08 0.06 0.26
H -0.216512 -1.561011 0.239581 0.26 -0.22 -0.08 0.46
H 0.824199 -3.845098 0.253379 0.32 0.33 0.12 0.38
H 3.289120 -4.095991 0.047233 -0.09 0.43 -0.04 0.36
H 4.736127 -2.033509 -0.295169 -0.27 -0.20 0.04 0.37
H 0.196757 2.442720 0.577988 0.04 -0.03 -0.82 0.27
H -0.575681 -0.280685 -1.939555 -0.28 0.08 0.16 0.53
H -2.821123 -1.386169 -2.121826 0.19 0.17 0.35 0.39
H -5.623535 -0.681334 0.303091 0.06 -0.19 -0.14 0.34
H -5.436686 -1.065785 -1.421150 0.18 -0.03 0.19 0.33
H -4.732601 -2.144583 -0.192803 -0.21 0.12 -0.06 0.31
H -4.321116 1.059306 1.083394 0.39 -0.15 -0.19 0.26
H -2.168721 2.317321 1.125751 -0.01 -0.38 -0.10 0.38
N 0.137875 1.218330 2.244740 0.95 -0.13 0.50 -0.44
N -0.458686 1.123506 3.269773 -1.83 -0.47 2.32 0.42
N -1.015679 1.017609 4.313334 1.53 0.37 -3.10 -0.74
```
Forces are in eV/Å.

=====

No. 4
Density functional theory data (ωB97M-V with the def2-TZVPD basis set) for one molecule with the formula C17H16N4.

Results
E_tot = -23846.09907 eV
2S+1 = 1
Kohn-Sham gap = 8.25 eV
Lowest unoccupied orbital energy = 0.2 eV

```
37
Properties=species:S:1:pos:R:3:forces:R:3:mulliken_charge:R:1
C -4.495189 1.695083 0.746213 -0.35 -0.35 0.11 -0.91
N -3.159135 1.186048 0.459973 -0.44 -0.19 -0.21 0.11
C -2.764710 -0.118676 0.643664 0.03 1.05 -0.10 -1.14
C -1.409126 -0.250252 0.460920 -0.22 -0.11 -0.71 0.27
C -0.711750 -1.577520 0.610675 1.32 -1.10 -0.19 0.08
C 0.754768 -1.559469 0.183761 0.41 -0.23 0.28 0.73
C 1.090519 -0.937317 -1.023120 -0.16 0.30 -0.50 -0.98
C 2.405491 -0.916431 -1.497159 -0.36 0.28 0.03 -0.46
C 3.456591 -1.505772 -0.790797 -0.96 -0.35 -0.10 0.93
C 4.874760 -1.399957 -1.247885 0.30 -0.18 -0.04 -1.40
C 3.098948 -2.242827 0.335341 0.06 -0.12 0.73 -0.54
C 1.796805 -2.241648 0.860129 -0.68 0.22 0.04 -0.78
C -0.916882 1.125749 0.145623 -0.38 0.79 0.16 0.65
C 0.294160 1.859868 0.065839 0.17 -0.44 -0.13 0.20
C 0.330929 3.251106 -0.015493 0.22 -0.08 0.03 -0.98
C -0.827109 4.026636 0.042991 -1.58 -0.19 -0.13 -0.51
C -2.075549 3.367334 0.103050 1.62 0.40 -0.16 -1.00
C -2.069639 1.966087 0.127776 -0.23 -0.39 1.06 0.38
H -4.537897 2.792105 0.660836 0.14 -0.62 0.03 0.27
H -5.235604 1.263858 0.049979 0.30 0.20 0.25 0.31
H -4.779371 1.411039 1.776565 0.08 0.21 -0.45 0.34
H -3.531477 -0.832200 0.910515 0.26 -0.21 -0.07 0.46
H -0.863802 -1.946111 1.659037 0.13 -0.20 -1.14 0.51
H 0.297130 -0.409950 -1.596619 0.71 -0.60 0.39 0.48
H 2.614068 -0.418410 -2.443841 -0.04 0.02 0.21 0.37
H 5.531097 -1.978166 -0.603268 0.07 -0.05 0.10 0.36
H 5.024866 -1.763462 -2.261529 -0.15 -0.08 -0.16 0.33
H 5.232851 -0.373686 -1.236680 -0.07 0.18 0.07 0.31
H 3.881471 -2.832029 0.831070 -0.36 0.37 0.02 0.27
H 1.572298 -2.738055 1.828256 0.26 0.20 -0.86 0.32
H 1.231290 1.327509 0.080973 0.15 -0.02 -0.01 0.48
H 1.283144 3.784382 -0.115665 -0.25 -0.49 0.17 0.36
H -0.790465 5.135610 0.059647 0.03 -0.94 -0.11 0.34
H -2.996442 3.927157 0.171551 0.05 0.03 -0.01 0.20
N -1.221706 -2.935415 -0.487193 -0.26 1.94 0.82 -0.61
N -1.200325 -4.040057 0.017987 0.18 -1.95 1.95 0.79
N -1.185007 -5.102161 0.486878 0.00 2.69 -1.38 -0.58
```
Forces are in eV/Å.

=====

No. 5
Density functional theory data (ωB97M-V with the def2-TZVPD basis set) for C17H16N4O5S2Sn as an isolated structure.

Results
E_tot = -61588.39576 eV
2S+1 = 1
Kohn-Sham gap = 7.97 eV
Lowest unoccupied orbital energy = -0.3 eV

```
45
Properties=species:S:1:pos:R:3:forces:R:3:mulliken_charge:R:1
Sn 0.305149 -2.491069 -2.710864 0.05 0.06 -0.30 0.86
N 4.155572 -0.259343 -1.131750 -0.05 0.00 -0.14 -0.38
C 2.851999 -0.647127 -1.129742 0.04 -0.12 0.00 0.43
S 2.682154 -2.334849 -0.568459 -0.01 0.05 0.04 -0.18
N 1.935252 0.133292 -1.554165 -0.01 0.00 -0.03 -0.99
N 0.657940 -0.408200 -1.679973 0.07 -0.02 0.03 0.44
C -0.265325 0.477854 -1.532670 0.00 -0.01 -0.08 -0.73
C -1.687705 0.261057 -1.537956 0.04 -0.02 0.08 0.00
C -2.493676 1.365607 -1.204973 -0.04 0.01 -0.13 -0.77
C -3.845410 1.238169 -1.008650 -0.02 -0.08 -0.03 -0.73
C -4.419826 -0.036976 -1.122555 0.04 0.05 0.03 -0.41
C -3.662073 -1.131670 -1.464209 -0.01 0.02 -0.06 -0.59
C -2.282477 -1.006900 -1.722750 -0.05 0.10 -0.10 0.91
O -1.624720 -2.057291 -2.141164 0.00 -0.13 0.16 -0.72
H 4.768822 -0.675048 -0.452320 -0.01 0.04 0.08 0.25
H 4.354837 0.675581 -1.449812 0.00 -0.01 0.00 0.26
H 0.077964 1.490876 -1.324195 -0.03 -0.01 -0.04 0.89
H -2.015312 2.333271 -1.094072 -0.02 -0.03 -0.02 0.61
H -4.453731 2.096845 -0.761756 0.00 0.00 0.01 0.42
H -5.480293 -0.162741 -0.943150 0.00 0.00 -0.01 0.37
H -4.101370 -2.114934 -1.565862 0.00 0.00 -0.01 0.46
C -0.458294 4.224618 0.956749 0.01 -0.04 0.03 -1.53
C 0.139264 2.862431 1.181920 -0.01 0.03 0.05 0.99
C 1.518137 2.685278 1.230872 0.02 0.00 -0.03 -0.86
C 2.070826 1.428851 1.431621 -0.11 0.00 -0.02 -0.07
C 1.223978 0.342290 1.569209 0.01 0.14 0.16 0.04
C -0.158240 0.488874 1.525269 0.09 0.04 0.07 -0.67
C -0.689208 1.750076 1.336846 -0.01 0.04 0.16 -0.60
S 1.892406 -1.229932 1.964633 -0.26 -0.20 -0.18 1.21
O 1.151339 -1.754454 3.071523 0.13 0.02 0.00 -0.72
O 3.322488 -1.129077 2.001547 -0.04 0.06 0.02 -0.68
N 1.422198 -2.160579 0.602539 0.20 -0.33 0.15 0.09
C 0.828785 -3.483450 0.978639 -0.07 0.28 -0.07 -0.55
C 0.045806 -4.244663 -0.094654 0.19 -0.03 -0.14 0.51
O -0.710386 -5.094025 0.301588 -0.14 -0.06 0.03 -0.62
O 0.334553 -4.029241 -1.352063 -0.12 0.12 0.22 -0.63
H 0.266121 5.012971 1.154811 0.00 0.00 -0.01 0.42
H -1.323143 4.381467 1.601308 0.00 0.01 -0.01 0.36
H -0.795705 4.333496 -0.076463 0.00 0.01 -0.02 0.27
H 2.170598 3.543090 1.123071 0.00 0.01 0.00 0.38
H 3.140822 1.284807 1.489336 0.00 0.01 0.00 0.54
H -0.804439 -0.371289 1.646424 0.00 0.00 0.01 0.45
H -1.765285 1.873483 1.306107 0.06 0.00 0.05 0.45
H 0.131414 -3.291439 1.784706 0.01 -0.01 0.05 0.38
H 1.588207 -4.169976 1.365488 0.04 0.03 -0.03 0.41
```
Forces are in eV/Å.

=====

Q: Which largest force on an atom values were calculated for the entries above? A: 6.396, 0.203, 3.478, 3.026, 0.416, in eV Å⁻¹.